This record from the Open Molecules 2025 dataset describes a cluster of 11 separate species, C43H72BBr20IN2O3S2 in total. The level of theory is ωB97M-V/def2-TZVPD.

Geometry as XYZ:
```
144
Properties=species:S:1:pos:R:3:mulliken_charge:R:1
I -0.794 -5.353 -0.426 0.16
Br -3.577 -5.843 6.000 -0.09
Br -10.384 7.877 -5.480 -0.12
Br -2.514 -8.009 8.793 -0.12
Br 8.229 0.081 2.642 -0.10
Br -4.758 4.926 -0.454 -0.17
Br 3.865 -4.102 7.388 -0.12
Br -4.627 11.107 -4.703 -0.11
Br 1.549 -7.885 6.787 -0.18
Br 1.275 -5.810 -4.226 0.02
Br -7.604 3.263 1.209 -0.15
Br -7.727 10.112 -6.756 -0.07
Br 5.603 -2.157 3.909 -0.06
Br 1.045 3.472 -0.326 -0.14
Br 0.500 -5.714 3.987 0.10
Br -7.621 12.229 -2.858 -0.13
Br 0.062 1.336 -3.172 -0.06
Br -4.582 6.565 -5.088 -0.14
Br -7.629 5.333 -3.404 -0.14
Br 0.855 -9.017 -2.457 -0.12
Br 6.189 -5.083 10.086 -0.17
S 2.341 -4.831 1.422 -0.29
S 0.535 -1.299 5.769 -0.24
O 5.754 -3.579 -2.782 -0.40
O 4.773 -1.873 -5.003 -0.62
O -1.729 -1.287 0.618 -0.39
N 2.346 -2.178 -5.554 -0.73
N 0.121 -3.489 -0.380 -0.69
C -2.719 0.656 -0.537 0.17
C 0.184 -7.356 -4.694 -0.67
C -1.839 0.158 0.731 -0.46
C 0.325 -1.881 4.017 0.24
C 6.739 -3.181 -1.792 -1.12
C -6.545 6.910 -3.030 -0.48
C 4.666 -6.043 9.337 -0.54
C -6.529 5.617 -0.019 -0.42
C -6.998 5.112 1.323 -0.65
C 1.186 -3.512 2.078 0.28
C 0.779 3.933 -2.202 -0.62
C -5.675 12.739 -4.897 -0.45
C 7.402 0.515 -2.189 0.26
C 6.172 1.440 -1.737 -1.17
C 7.707 -0.723 -1.213 -0.84
C 1.464 -3.532 -1.015 0.36
C 7.969 -0.636 4.434 -0.55
C -0.280 -5.933 5.764 -0.59
C -0.395 3.190 -2.786 -0.30
C -3.282 -6.217 8.824 -0.58
C -0.778 -1.826 1.528 0.08
C -6.124 13.264 -3.556 -0.61
C 0.171 -2.964 1.004 0.29
C 2.719 -4.153 -0.284 0.79
C 6.458 -1.771 -1.083 1.84
C 4.146 -4.185 -0.877 -0.56
C -4.311 0.591 -0.196 -0.49
C -5.089 1.545 -1.239 -0.07
C 4.583 -5.857 7.843 -0.29
C 6.226 -1.934 0.523 -1.09
C 0.787 -6.090 6.818 -0.07
C -0.442 -7.966 -3.465 -0.36
C -10.432 9.175 -6.934 -0.57
C 1.772 -2.933 -2.451 -0.81
C -0.700 -1.303 3.009 -0.46
C 1.270 -3.006 3.539 -0.71
C 3.215 -2.952 -3.075 0.60
C -9.141 9.174 -7.716 -0.61
C 7.096 -0.100 -3.659 -0.82
C 7.491 -2.064 4.376 -0.69
C -6.065 7.558 -4.303 0.11
C -4.354 -6.063 7.774 -0.56
C 4.425 -3.573 -2.276 0.03
B 3.478 -2.309 -4.552 0.63
H -1.265 3.173 -2.129 0.01
H 3.779 -5.695 9.865 0.34
H -1.226 -8.673 -3.742 0.36
H 3.884 -6.571 7.404 -0.05
H 8.028 -2.670 3.645 0.37
H 5.547 -5.946 7.342 0.42
H -2.473 0.383 1.656 0.10
H -0.815 0.664 0.751 0.41
H -4.513 0.879 0.890 0.30
H -0.584 -6.970 -5.367 0.33
H 2.025 -3.150 -5.728 0.28
H 7.445 -1.189 -3.636 0.20
H 5.186 0.855 -1.906 0.19
H 0.362 -5.979 7.817 0.32
H -7.204 7.584 -2.480 0.38
H -0.857 -5.022 5.935 0.25
H 5.547 -1.207 -1.473 -0.15
H -3.704 -6.106 9.824 0.36
H 6.970 -2.701 0.964 0.26
H -4.932 -5.153 7.946 0.34
H -4.613 1.435 -2.281 0.29
H -11.264 8.862 -7.567 0.34
H -7.190 5.339 -0.842 0.15
H -5.734 6.591 -2.375 0.14
H -2.482 1.725 -0.857 -0.41
H 8.643 -1.276 -1.607 0.36
H 2.061 -3.494 4.215 0.56
H 0.913 -2.460 -3.047 0.07
H 6.942 -4.032 -1.036 0.25
H -5.665 8.553 -4.101 -0.05
H 8.948 -0.577 4.912 0.37
H -9.259 9.722 -8.652 0.36
H 8.014 -0.282 -0.200 -0.31
H 4.842 -7.092 9.584 0.38
H 7.735 -3.059 -2.368 0.48
H 1.718 3.729 -2.716 0.39
H 0.825 -8.046 -5.243 0.36
H -6.838 7.632 -5.068 0.14
H 4.989 -4.660 -0.283 0.22
H 5.963 -0.006 -3.829 0.11
H 6.173 1.746 -0.639 0.27
H 1.905 -1.526 6.000 0.14
H -7.869 5.676 1.662 0.38
H -6.227 5.147 2.092 0.40
H -4.997 2.623 -0.828 -0.55
H -10.665 10.142 -6.488 0.37
H -6.502 14.283 -3.649 0.35
H 8.340 1.174 -2.195 0.48
H -1.392 -0.477 3.395 0.16
H 1.541 -1.676 -5.122 0.24
H -5.006 13.451 -5.384 0.32
H 0.594 5.009 -2.206 0.36
H -6.502 12.508 -5.568 0.20
H -0.681 3.618 -3.749 0.37
H 6.442 -0.944 1.084 0.24
H 7.678 0.545 -4.410 0.37
H 4.680 -1.283 -5.782 0.28
H 7.279 0.032 4.948 0.35
H -2.552 -0.040 -1.433 0.34
H 5.144 -2.202 0.785 0.01
H -5.340 13.240 -2.799 0.38
H 1.613 -5.391 6.702 -0.11
H -2.457 -5.516 8.703 0.33
H -4.660 -0.504 -0.309 0.23
H -0.960 -6.782 5.709 0.41
H -0.853 -7.226 -2.779 0.03
H -6.414 6.702 -0.002 0.40
H -5.034 -6.913 7.721 0.37
H -8.768 8.173 -7.931 0.38
H -6.182 1.208 -1.318 0.30
H 7.567 -2.536 5.358 0.38
H 6.129 2.321 -2.472 0.35
```

Results
SMILES: CCCCOc1cc(S)cc2c1N(I)c1cc(B(N)O)c(OC[C@@H](C)CC(C)C)cc1S2.BrCCBr.BrCCBr.BrCCBr.BrCCBr.BrCCBr.BrCCBr.BrCCBr.BrCCBr.BrCCBr.BrCCBr
2S+1: 1
Frontier orbital gap (eV): 7.3

This record from the Open Molecules 2025 dataset describes a cluster of 6 separate species, C43H72BrClN7O9S3 in total. The level of theory is ωB97M-V/def2-TZVPD.

Geometry as XYZ:
```
136
Properties=species:S:1:pos:R:3:mulliken_charge:R:1
Br 6.016 2.775 -0.601 -0.17
Cl 3.112 -2.460 0.105 -0.08
S -2.014 4.992 -0.586 0.98
S -7.167 -0.889 -1.572 -0.03
S -5.449 1.541 -2.289 -0.14
O -1.698 -6.394 3.038 -0.66
O 8.156 6.422 0.309 -0.65
O -2.473 6.428 -0.118 -0.62
O -3.666 1.348 3.892 -0.33
O 5.623 -6.834 -7.649 -0.66
O 3.686 -0.339 1.862 -0.46
O 1.521 2.078 1.767 -0.43
O 2.507 -4.159 -4.584 -0.70
O -0.900 5.180 -1.643 -0.58
N -1.803 -7.638 1.167 -0.19
N -4.113 2.589 5.715 0.11
N -0.299 3.171 0.812 0.01
N 4.749 -8.157 -6.054 -0.16
N 4.620 -3.934 -5.322 -0.13
N 7.823 5.909 -1.856 -0.01
N -5.711 0.552 0.442 0.59
C -4.097 2.927 7.119 -1.00
C 1.428 4.959 3.844 -1.02
C -2.851 0.503 5.986 -1.70
C -8.140 1.926 0.832 -0.24
C 4.633 -7.380 -7.173 0.81
C 8.539 8.183 -1.276 -1.28
C -1.421 0.936 1.691 -0.53
C -4.594 -1.913 0.567 -0.18
C 1.213 -0.270 1.247 -0.48
C -1.225 1.439 -0.879 -0.93
C 4.042 2.810 -0.087 -0.37
C -3.572 1.556 -2.339 -0.58
C -8.084 3.998 2.898 -0.45
C -5.583 -0.744 1.211 0.28
C -2.862 1.476 -0.835 0.65
C -6.509 3.662 3.212 -0.68
C -5.975 -2.580 3.351 -0.52
C -1.173 -6.743 1.985 0.84
C 0.166 -6.222 1.534 -1.27
C 3.707 -8.872 -5.356 -0.83
C -8.871 3.140 1.718 -0.43
C 0.525 3.143 2.116 -0.30
C 3.702 -4.066 -4.318 0.76
C 6.054 -3.813 -5.204 -0.87
C 3.333 1.639 -1.009 -0.90
C -6.566 1.579 1.150 -0.28
C -3.566 1.494 5.107 0.75
C -4.285 -3.369 1.254 -0.55
C 4.223 -4.092 -2.906 -1.07
C 1.543 4.459 2.287 -0.02
C 8.163 6.785 -0.863 0.83
C 2.724 -0.959 1.123 0.11
C 1.703 1.559 -0.878 -0.46
C -1.346 -8.162 -0.098 -0.84
C -1.495 4.083 0.968 -0.15
C 3.259 -7.237 -7.772 -1.31
C -6.110 0.346 -1.003 0.00
C 7.774 6.153 -3.278 -0.84
C -4.989 -3.718 2.703 -0.39
C -5.798 2.466 2.341 0.82
C 1.126 1.246 0.620 0.99
C -6.293 -1.098 2.650 -0.22
C -0.486 1.690 0.570 0.46
H 0.060 -5.698 0.580 0.34
H 6.512 -4.642 -5.750 0.28
H -10.000 3.457 1.527 0.28
H -4.647 2.240 2.553 -0.12
H 0.333 3.735 0.202 0.77
H 3.888 0.597 -0.874 0.34
H -3.125 0.667 -2.995 0.36
H 5.697 -8.214 -5.698 0.23
H -4.580 3.218 5.071 -0.06
H -4.739 -4.761 3.188 0.34
H 3.537 3.829 -0.362 0.33
H -2.441 1.461 1.922 -0.49
H -2.010 0.988 6.489 0.44
H 8.462 5.459 -3.767 0.29
H -1.698 -0.167 1.330 0.21
H -0.038 2.905 3.114 0.15
H 1.281 2.558 -1.368 0.28
H 2.731 -8.741 -5.823 0.32
H 1.359 0.647 -1.569 0.27
H 1.505 6.140 3.864 0.33
H -5.843 4.226 4.003 0.19
H -3.210 0.423 -0.394 -0.68
H 7.580 4.986 -1.515 0.07
H -5.130 3.003 7.463 0.30
H -6.997 -0.301 3.191 0.32
H -3.261 2.587 -2.851 0.34
H -1.276 -9.249 -0.013 0.29
H -8.712 1.341 -0.034 0.27
H 2.300 4.467 4.462 0.32
H 8.053 7.176 -3.532 0.32
H 2.881 -8.218 -8.076 0.41
H 0.963 -0.313 2.414 0.25
H 0.874 -7.050 1.434 0.37
H -2.451 3.582 1.419 -0.18
H 6.355 -2.867 -5.660 0.31
H 4.208 -3.924 -6.248 0.23
H 4.901 -4.941 -2.773 0.34
H -3.545 0.090 6.724 0.45
H 1.171 5.301 1.532 0.32
H 2.625 4.165 1.949 0.13
H -0.829 0.430 -1.326 0.44
H -8.592 4.873 3.514 0.29
H -3.327 2.289 -0.133 -0.18
H 3.558 1.952 -2.139 0.49
H 0.415 4.649 4.347 0.26
H -0.891 2.351 -1.573 0.16
H 0.476 -1.023 0.719 0.42
H -0.877 0.809 2.746 0.18
H -1.170 4.924 1.751 0.65
H -2.084 -7.904 -0.861 0.28
H -2.699 -7.951 1.525 0.23
H 9.414 8.156 -1.933 0.35
H 2.581 -6.779 -7.046 0.35
H 6.756 5.959 -3.623 0.27
H -0.374 -7.759 -0.386 0.32
H 3.993 2.530 1.054 0.24
H -3.193 4.378 -1.086 0.23
H 6.388 -3.836 -4.166 0.32
H -2.464 -0.318 5.377 0.27
H -3.570 2.183 7.717 0.39
H 7.697 8.660 -1.788 0.35
H -6.473 -2.802 4.387 0.30
H 4.743 -3.155 -2.683 0.42
H -4.071 -1.668 -0.470 0.26
H 3.669 -8.503 -4.328 0.26
H 3.390 -4.201 -2.208 0.09
H 8.787 8.775 -0.392 0.28
H 0.557 -5.520 2.275 0.29
H -3.540 -4.128 0.729 0.29
H 3.966 -9.934 -5.351 0.30
H -3.605 3.896 7.230 0.32
H 3.308 -6.596 -8.655 0.29
```

Results
2S+1: 1
Frontier orbital gap (eV): 6.7
Total charge: +1

Number 1: strongest force on any atom 4.7 eV Å⁻¹, HOMO -7.669 eV. Number 2: strongest force on any atom 9.5 eV Å⁻¹, HOMO -9.898 eV.